ORCA calculation (ωB97M-V/def2-TZVPD) on 5 unconnected molecules or ions with the total composition C46H66Cl2F2N2O6S2 in a non-equilibrium geometry.

The spin multiplicity is 1. The frontier orbital gap comes out at 0.25611 Eh. Its strongest force on any atom is 9.34 eV Å⁻¹. Its highest occupied orbital energy is -7.8170 eV. The structure (SMILES) is CC[C@@H](Cl)c1c(CC(=O)Cl)ccc2c1Sc1c(CC(=O)c3ccccc3)c(N=C=S)c(F)c(C)c1N2CCCF.CCOCC.CCOCC.CCOCC.CCOCC.

Structure (XYZ):
```
126
C46H66Cl2F2N2O6S2 ωB97M-V/def2-TZVPD
C -5.29681 2.76503 4.53632
C -4.60422 2.25480 3.14035
C -2.93527 2.34345 3.15670
Cl -2.25048 2.22094 4.91480
C -2.28924 1.21854 2.13979
C -2.60455 -0.36118 2.50133
C -3.47288 -0.90245 3.78160
C -4.73767 -1.87823 3.39425
O -5.39380 -2.44912 4.43817
Cl -5.36356 -2.24298 1.68585
C -1.98831 -1.54643 1.49299
C -1.07032 -1.12200 0.19833
C -0.70986 0.46664 -0.18587
C -1.33918 1.59411 0.81534
S -0.99254 3.40773 0.50072
C -0.28494 3.44577 -1.23223
C -0.18643 4.94080 -1.97253
C -0.71014 6.33679 -1.29077
C 0.44918 7.23614 -0.56134
O 0.43636 8.57700 -0.79737
C 1.60401 6.70261 0.47178
C 3.17457 6.91029 0.01710
C 4.31830 6.32381 1.07732
C 3.83021 5.59590 2.49326
C 2.23452 5.44364 2.94151
C 1.09331 6.01973 1.88040
C 0.47606 5.07594 -3.50239
N 0.63927 6.41119 -4.22063
C -0.44367 6.69344 -5.01900
S -1.97031 7.30612 -5.56676
C 0.96506 3.69503 -4.24107
F 1.56681 3.82315 -5.61987
C 0.82724 2.21120 -3.48151
C 1.36762 0.92409 -4.37899
C 0.19549 2.05272 -1.93983
N 0.18325 0.66356 -1.37501
C 1.55780 0.11913 -1.05952
C 1.66565 -1.34079 -1.85480
C 3.13668 -1.62250 -2.52070
F 2.89683 -1.91681 -3.97285
H -4.99830 3.89293 4.75552
H -6.47809 2.75685 4.37265
H -5.06852 2.04931 5.44728
H -5.00555 1.21017 2.79841
H -4.92995 3.03466 2.29792
H -2.69852 3.46625 2.83096
H -3.87535 -0.07230 4.50124
H -2.73157 -1.57139 4.43470
H -2.16459 -2.69228 1.71586
H -0.65834 -2.02383 -0.46602
H -1.12852 7.00404 -2.18887
H -1.61621 6.07652 -0.59319
H 3.46901 7.44783 -1.00734
H 5.45922 6.43045 0.75607
H 4.65763 5.17141 3.23422
H 1.88879 4.93153 3.96039
H -0.05785 5.92338 2.17972
H 1.36394 1.21550 -5.53621
H 0.55931 0.07642 -4.25126
H 2.45172 0.60187 -4.06737
H 1.58880 -0.10068 0.10484
H 2.39930 0.84250 -1.43034
H 1.43664 -2.19051 -1.05997
H 0.80141 -1.41935 -2.67114
H 3.88422 -0.73492 -2.35723
H 3.52046 -2.65086 -2.05192
C -2.65221 1.37252 -8.13363
C -1.28506 0.87375 -7.69351
O -1.31377 -0.43270 -7.12358
C -1.79047 -1.48111 -7.96409
C -0.96908 -1.66244 -9.22915
H -3.35026 1.37286 -7.28754
H -2.57767 2.39061 -8.52975
H -3.08469 0.74248 -8.91306
H -0.89951 1.54492 -6.91976
H -0.56760 0.91062 -8.51839
H -2.84859 -1.32458 -8.19849
H -1.73875 -2.40386 -7.37438
H -0.98998 -0.77251 -9.86222
H -1.35448 -2.50179 -9.81613
H 0.07882 -1.86162 -8.97953
C -0.68128 -7.60746 4.02397
C -1.21334 -6.19033 3.88173
O -0.83204 -5.56058 2.66089
C -1.26238 -6.19475 1.45860
C -2.77279 -6.31007 1.34322
H 0.41315 -7.61465 3.95104
H -0.97306 -8.02936 4.99136
H -1.06455 -8.26725 3.24340
H -0.80290 -5.57893 4.69139
H -2.30079 -6.16404 3.99706
H -0.78193 -7.17336 1.35590
H -0.89095 -5.58065 0.62985
H -3.19933 -6.91996 2.14276
H -3.04768 -6.76783 0.38798
H -3.23771 -5.31997 1.40370
C 8.82980 7.71377 -0.01993
C 8.22213 7.68031 1.37333
O 8.24278 6.38608 1.97082
C 9.52637 5.79445 2.15850
C 10.44470 6.61292 3.04998
H 8.30812 7.01200 -0.68213
H 8.75600 8.72042 -0.44440
H 9.88434 7.43200 -0.01179
H 7.17093 7.97706 1.30446
H 8.70498 8.40831 2.03166
H 9.99346 5.59209 1.18899
H 9.35623 4.81859 2.62823
H 10.65583 7.59750 2.62663
H 11.39881 6.09571 3.19057
H 9.98407 6.77085 4.03128
C -4.09826 -12.17454 2.75473
C -3.34662 -11.16505 3.60768
O -3.54791 -9.81433 3.19846
C -4.89045 -9.33533 3.22995
C -5.51799 -9.38583 4.61256
H -3.80663 -12.07860 1.70169
H -3.88068 -13.19415 3.08946
H -5.17882 -12.02960 2.80845
H -2.27365 -11.36244 3.52052
H -3.59579 -11.28036 4.66653
H -5.50060 -9.87564 2.49861
H -4.85915 -8.29209 2.89444
H -5.58194 -10.40651 4.99637
H -6.53090 -8.97243 4.58611
H -4.92139 -8.80543 5.32481
```

Atomic partial charges in e from the Mulliken method, atoms 1 to 6: atom 1 (C): -0.934, atom 2 (C): -0.332, atom 3 (C): -0.285, atom 4 (Cl): -0.172, atom 5 (C): -0.033, atom 6 (C): 0.321



ORCA calculation (ωB97M-V/def2-TZVPD) on a molecular structure, C46H66F36N11O25S12 in a non-equilibrium geometry.

Its net charge is -1. The spin multiplicity is 1. The frontier orbital gap comes out at 0.12735 Eh. Its strongest force on any atom is 8.62 eV Å⁻¹. Its highest occupied orbital energy is -6.5726 eV. The relative energy (zero: lowest compared OMol25 entry of this formula, charge and spin) is 358.4 kcal per mole.

Structure (XYZ):
```
196
C46H66F36N11O25S12 ωB97M-V/def2-TZVPD
C -10.48900 -2.68529 5.55608
C -11.55791 -2.80138 6.65825
C -12.84702 -1.97455 6.39687
O -13.50237 -2.35754 5.21217
C -14.79011 -1.67811 5.04410
N -11.87737 -4.33478 6.66259
H -11.07569 -4.89245 6.40490
H -12.27615 -4.56780 7.56080
H -12.62886 -4.45444 5.99846
H -9.62580 -3.34242 5.66183
H -10.12216 -1.65919 5.53064
H -10.94947 -3.03143 4.63075
H -11.05593 -2.72904 7.62307
H -12.73797 -0.89738 6.27072
H -13.60114 -2.05528 7.17974
H -14.70542 -0.64480 4.70763
H -15.32543 -1.65296 5.99326
H -15.44889 -2.11654 4.29450
C 11.49129 11.57017 -2.26981
C 10.43245 10.81760 -3.07917
C 8.97457 11.02245 -2.63104
N 7.95692 10.37605 -3.58296
C 6.61860 10.53989 -2.87355
C 5.55093 9.73168 -3.54843
C 5.76112 8.15841 -3.42416
C 7.21578 7.83917 -4.03029
C 8.33815 8.85775 -3.58341
C 7.99987 10.96082 -4.97627
H 11.13336 12.58338 -2.45251
H 12.48869 11.51593 -2.70611
H 11.48860 11.33661 -1.20513
H 10.56752 9.74551 -2.93613
H 10.65450 10.95385 -4.13758
H 8.76626 12.08721 -2.73590
H 8.85927 10.80453 -1.56929
H 6.55663 10.27344 -1.81843
H 6.36854 11.60070 -2.88968
H 4.68166 9.95264 -2.92904
H 5.21898 10.05788 -4.53407
H 5.74032 7.84530 -2.38031
H 4.86930 7.78915 -3.93053
H 7.41645 6.80513 -3.74997
H 7.19574 7.83040 -5.12008
H 8.62973 8.67087 -2.54990
H 9.21106 8.74872 -4.22704
H 7.06392 10.80136 -5.51168
H 8.88719 10.71563 -5.55991
H 8.09292 12.02252 -4.74769
C 11.91708 -5.26776 -4.93752
C 11.37137 -5.80389 -3.52013
C 10.06391 -5.07494 -3.07401
N 9.63306 -5.15246 -1.59188
C 8.18786 -4.56251 -1.45964
C 7.75660 -4.55638 0.04017
C 8.81247 -3.98399 1.01059
C 10.29511 -4.47757 0.78028
C 10.65505 -4.33868 -0.71111
C 9.51064 -6.67742 -1.17917
H 12.87648 -5.78449 -4.91210
H 12.08535 -4.19129 -4.96915
H 11.23668 -5.45409 -5.76844
H 12.09404 -5.54815 -2.74526
H 11.20421 -6.87833 -3.44436
H 9.35102 -5.47812 -3.79327
H 10.10006 -3.99835 -3.24057
H 8.43528 -3.55453 -1.79259
H 7.51876 -5.21255 -2.02342
H 6.85817 -3.93985 0.01154
H 7.53353 -5.54696 0.43653
H 8.64220 -2.95718 0.68692
H 8.51903 -4.11829 2.05172
H 10.97761 -4.01504 1.49328
H 10.41682 -5.53917 0.99544
H 10.42897 -3.29810 -0.94386
H 11.71510 -4.56667 -0.82256
H 9.05497 -7.12963 -2.06006
H 9.05600 -6.74008 -0.19049
H 10.57279 -6.89936 -1.07590
C -1.70579 2.88858 -1.55795
N -1.74246 1.66067 -0.77826
C -1.08171 0.69595 -1.28610
C -1.09719 -0.50009 -0.62149
C -1.53960 -0.66565 0.64615
C -2.23763 0.41938 1.22344
C -2.40158 1.56714 0.42651
C -1.48867 -2.00480 1.35915
C -2.64371 -2.55382 1.98199
C -2.59891 -3.85092 2.49094
N -1.41643 -4.55405 2.52778
C -0.26544 -4.03728 1.98402
C -0.31466 -2.73287 1.39032
C -1.33905 -5.91074 3.09909
H -2.55515 2.85822 -2.24041
H -0.75519 3.07048 -2.05932
H -1.82561 3.73515 -0.88189
H -0.62255 0.69351 -2.26363
H -0.71361 -1.37449 -1.12615
H -2.72672 0.17540 2.15492
H -2.84800 2.47883 0.79520
H -3.55419 -1.97773 2.05635
H -3.41575 -4.34474 2.99623
H 0.56686 -4.71964 2.07388
H 0.53908 -2.41493 0.81029
H -1.25279 -6.05260 4.17637
H -0.62520 -6.54974 2.57928
H -2.31779 -6.25866 2.76875
C -10.21170 4.59636 2.09270
F -9.17950 4.09491 1.52135
F -10.18482 4.47640 3.48141
F -10.44780 5.80255 1.70437
S -11.75666 3.54388 1.47653
O -11.78344 3.57322 0.01846
O -11.50217 2.24689 2.12882
N -13.02704 4.31350 2.26564
S -14.20152 4.31593 1.29335
O -14.16576 5.35391 0.27993
O -14.48926 2.98258 0.74795
C -15.59211 4.83324 2.50913
F -15.44066 4.23523 3.66863
F -15.62085 6.17395 2.67757
F -16.81147 4.46104 1.97786
C 4.82892 -9.30681 4.08065
F 4.11234 -10.37323 4.40288
F 5.95261 -9.67008 3.49695
F 4.17103 -8.59997 3.19999
S 5.29119 -8.33595 5.67567
O 5.37327 -9.26806 6.84935
O 6.58529 -7.63090 5.43347
N 3.95281 -7.27224 5.77526
S 4.28850 -6.29015 7.03501
O 4.77641 -6.93598 8.28688
O 4.92146 -5.00260 6.65764
C 2.45269 -5.85509 7.48114
F 1.76913 -6.95302 7.80581
F 2.53971 -5.02055 8.50059
F 1.95697 -5.29103 6.40577
C 2.25529 -7.25545 -5.30979
F 2.71805 -6.04897 -5.70691
F 1.70975 -7.89287 -6.31306
F 3.19976 -8.03396 -4.75389
S 0.82539 -6.98043 -3.93156
O 1.59224 -6.99274 -2.67027
O 0.20927 -5.67379 -4.20685
N 0.02054 -8.47413 -4.16010
S -1.48939 -8.09935 -3.96696
O -1.79908 -7.16606 -2.86933
O -2.15799 -7.73172 -5.20238
C -2.06957 -9.87132 -3.30495
F -1.58839 -10.83741 -4.03247
F -1.80876 -10.15795 -2.05423
F -3.42224 -9.98158 -3.46388
C -9.16295 -8.54598 3.60984
F -10.35232 -8.77328 4.25035
F -9.02263 -9.31707 2.51952
F -9.11401 -7.25543 3.24160
S -7.74938 -8.88443 4.86208
O -7.88780 -10.29886 5.26322
O -6.56803 -8.64133 3.99875
N -7.88104 -7.69893 6.00339
S -6.92644 -8.13422 7.08468
O -7.63136 -8.71757 8.24891
O -5.60850 -8.70713 6.62508
C -6.14101 -6.49413 7.80754
F -7.09132 -5.58772 7.69493
F -5.75585 -6.88125 9.01394
F -5.02924 -6.18199 6.99343
C -6.39878 10.23461 -2.72851
F -5.33342 9.91319 -3.39369
F -6.97680 11.24475 -3.39584
F -7.18184 9.18201 -2.56507
S -5.92186 10.84296 -0.92105
O -7.13649 10.99443 -0.15452
O -5.08584 9.70558 -0.47614
N -5.22719 12.38434 -1.15476
S -3.93700 12.26655 -0.47797
O -3.97171 11.89791 0.89499
O -2.85745 11.65591 -1.25253
C -3.40070 14.06958 -0.33546
F -4.20647 14.64487 0.55559
F -2.13019 14.18012 0.19843
F -3.41662 14.78178 -1.46941
C 1.29373 5.17436 -8.23527
F 1.81592 6.02982 -7.34956
F 0.08297 4.55169 -7.79880
F 1.02894 5.88379 -9.33394
S 2.70647 3.85657 -8.52632
O 2.18089 2.98064 -9.55237
O 3.91343 4.70991 -8.82546
N 2.80016 3.12947 -7.03512
S 3.82209 2.09777 -7.39670
O 3.31729 0.89531 -8.08675
O 5.08282 2.61554 -7.90292
C 4.33957 1.37515 -5.63671
F 3.46889 0.52806 -5.07037
F 5.57137 0.75916 -5.63964
F 4.41269 2.39908 -4.80816
```

Atomic partial charges in e from the Mulliken method, atoms 1 to 6: atom 1 (C): -1.401, atom 2 (C): 0.089, atom 3 (C): -0.682, atom 4 (O): -0.354, atom 5 (C): -0.758, atom 6 (N): -0.314



ORCA calculation (ωB97M-V/def2-TZVPD) on 11 unconnected molecules or ions with the total composition C46H66N11O2 in a non-equilibrium geometry.

Its net charge is +1. The spin multiplicity is 1. The frontier orbital gap comes out at 0.31086 Eh. Its strongest force on any atom is 16.30 eV Å⁻¹. Its highest occupied orbital energy is -9.8901 eV. The relative energy (zero: lowest compared OMol25 entry of this formula, charge and spin) is 58.5 kcal per mole.

Structure (XYZ):
```
125
C46H66N11O2 ωB97M-V/def2-TZVPD
C -2.04414 1.64338 -2.65327
O -0.81614 1.62638 -1.90827
C -1.05614 1.97638 -0.41727
C -0.00914 1.29838 0.38673
N 1.26586 1.34538 -0.29827
H 1.00786 1.38638 -1.35727
H 1.76486 2.43938 0.00973
C 2.20786 0.26738 0.00673
C 2.58586 0.23238 1.55873
O 3.56086 -0.78562 1.74273
C 3.16886 -2.08562 1.69273
H -2.50814 2.65638 -2.42127
H -2.82314 1.04538 -2.48927
H -1.68414 1.72538 -3.74827
H -2.13914 1.88738 -0.07127
H -0.98514 3.00038 -0.42227
H -0.45314 0.08838 0.48373
H 0.30886 1.69638 1.41173
H 3.11686 0.35738 -0.73927
H 1.82386 -0.62762 -0.41327
H 1.72186 0.09638 2.20873
H 3.00286 1.18338 1.79473
H 2.64586 -2.35862 0.69373
H 2.64586 -2.34762 2.47973
H 4.25686 -2.60562 1.67673
N -3.15414 4.95338 -0.94527
C -4.12014 4.00238 -0.83127
C -4.32814 3.89238 0.48673
C -3.37814 4.90938 1.22473
C -2.85914 5.60738 0.23173
H -2.95814 5.27538 -1.84127
H -4.29714 3.35338 -1.63027
H -4.84614 3.04838 1.05573
H -3.31714 5.24238 2.19073
H -2.22314 6.45538 0.20473
N -5.32814 0.73638 2.92373
C -4.57514 1.25238 3.89573
C -3.21014 0.97938 3.47373
C -3.17614 0.04638 2.35573
C -4.54314 -0.00462 2.03173
H -6.38414 0.73238 3.03373
H -4.86714 1.90538 4.68273
H -2.40014 1.39138 4.13373
H -2.31114 -0.38462 1.87873
H -5.04214 -0.69862 1.38373
N 4.01586 2.97838 -3.47427
C 2.87686 3.39138 -4.25827
C 1.99386 2.26338 -4.18427
C 2.66386 1.06038 -3.47627
C 3.92786 1.56738 -3.06427
H 4.87686 3.46638 -3.52827
H 2.72786 4.49238 -4.71827
H 0.97586 2.08838 -4.50227
H 2.46286 0.04338 -3.34327
H 4.78486 1.35138 -2.41627
N -0.16314 -2.99462 -0.41527
C 0.86386 -3.36462 -1.29127
C 0.72486 -2.57762 -2.41027
C -0.52414 -1.59762 -2.09127
C -1.01414 -1.92962 -0.90727
H -0.22414 -3.45262 0.30673
H 1.52386 -3.82262 -0.83627
H 1.38486 -2.56862 -3.31527
H -0.78414 -0.79262 -2.76327
H -1.96114 -1.55962 -0.27027
N -2.80914 6.65138 -3.48527
C -3.43114 5.59438 -4.14127
C -2.38414 4.71438 -4.51127
C -1.12514 5.27138 -3.86627
C -1.44114 6.40938 -3.26027
H -3.27014 7.55138 -3.12927
H -4.61314 5.42838 -4.26827
H -2.74114 3.64338 -4.84227
H -0.14714 4.71438 -3.81227
H -1.04814 7.11938 -2.70327
N 4.71686 -5.67862 5.27673
C 5.79286 -5.02862 4.77273
C 5.39386 -3.77462 4.44273
C 4.07486 -3.63262 5.19073
C 3.67086 -4.83462 5.63073
H 4.77086 -6.63162 5.52973
H 6.71086 -5.66262 4.56073
H 5.78686 -3.21562 3.91273
H 3.43286 -2.80062 5.39873
H 2.91886 -5.19762 6.26373
N 2.75686 3.98138 -1.01227
C 1.36486 4.30538 -0.87227
C 1.21386 4.44738 0.50573
C 2.60686 4.04738 1.19273
C 3.36486 3.56038 0.11373
H 3.25186 3.61938 -1.93227
H 0.73686 4.54138 -1.70427
H 0.30686 4.96138 0.87973
H 2.94686 3.94238 2.24873
H 4.30286 2.97638 0.13073
N 4.74886 -5.36362 1.57473
C 5.13286 -5.50062 0.26673
C 3.98186 -5.98262 -0.50027
C 2.92986 -6.15062 0.63873
C 3.43986 -5.68762 1.89173
H 5.39586 -4.96862 2.24273
H 6.05686 -4.99062 -0.11427
H 3.88686 -6.16862 -1.58227
H 1.79886 -6.51962 0.45673
H 3.00086 -5.66262 2.69673
N -0.15414 -5.78362 2.77173
C -1.27014 -5.81162 2.11273
C -1.66114 -4.38862 1.99573
C -0.61714 -3.60062 2.89673
C 0.35986 -4.54762 3.21473
H 0.38786 -6.57362 2.90573
H -1.60214 -6.59262 1.70173
H -2.47014 -4.05062 1.39373
H -0.65614 -2.52462 2.96673
H 1.31386 -4.37162 3.69873
N -6.26314 -1.48862 -3.20627
C -6.30914 -0.21662 -2.55727
C -5.27114 -0.31362 -1.63227
C -4.57814 -1.51462 -1.82227
C -5.23714 -2.20962 -2.75027
H -6.73714 -1.73462 -4.10727
H -7.09014 0.57638 -2.71127
H -5.03314 0.43738 -0.89627
H -3.74714 -1.92862 -1.19427
H -5.22914 -3.26962 -3.04927
```

Atomic partial charges in e from the Mulliken method, atoms 1 to 6: atom 1 (C): -0.383, atom 2 (O): -0.489, atom 3 (C): -0.454, atom 4 (C): -0.068, atom 5 (N): 1.442, atom 6 (H): 0.049